--- one ---
# C35H44N9O9S2ScSe2Te2

A molecular structure, C35H44N9O9S2ScSe2Te2 (the ωB97M-V functional and the def2-TZVPD basis, OMol25).

Geometry (Å):
1 Sc -0.151 -0.883 -0.590
2 Se -0.272 -1.905 -3.163
3 Te -0.886 -4.327 -3.119
4 Te -1.343 -4.594 -0.453
5 Se 0.566 -3.188 0.321
6 O -7.116 -1.265 -3.565
7 C -7.074 -0.883 -2.267
8 O -8.008 -0.285 -1.800
9 C -5.843 -1.204 -1.510
10 C -4.609 -1.457 -2.116
11 C -3.473 -1.590 -1.353
12 C -3.491 -1.475 0.046
13 C -4.756 -1.323 0.651
14 C -5.891 -1.169 -0.117
15 N -2.299 -1.433 0.752
16 C -2.359 -1.885 2.025
17 C -1.394 -1.776 2.991
18 C -1.341 -2.570 4.186
19 C -0.148 -2.920 4.712
20 C 1.068 -2.545 4.022
21 C 1.039 -1.682 3.001
22 N -0.190 -1.073 2.673
23 H -6.374 -1.840 -3.776
24 H -4.499 -1.516 -3.195
25 H -2.530 -1.767 -1.850
26 H -4.829 -1.235 1.727
27 H -6.852 -0.986 0.347
28 H -3.230 -2.474 2.311
29 H -2.274 -2.924 4.607
30 H -0.084 -3.534 5.599
31 H 2.014 -2.993 4.296
32 H 1.909 -1.340 2.456
33 C -0.950 2.250 1.988
34 O -1.237 0.884 2.306
35 C -0.263 0.037 1.945
36 O 0.540 0.334 1.026
37 H -1.729 2.833 2.467
38 H -0.956 2.419 0.911
39 H 0.024 2.535 2.389
40 N 3.129 2.577 -6.380
41 C 2.364 3.119 -5.423
42 S 1.839 4.680 -5.568
43 C 2.022 2.265 -4.256
44 C 2.452 0.944 -4.135
45 C 2.060 0.188 -3.044
46 N 1.261 0.652 -2.085
47 C 0.881 1.931 -2.178
48 C 1.239 2.764 -3.217
49 H 3.337 3.140 -7.187
50 H 3.394 1.608 -6.388
51 H 3.081 0.475 -4.879
52 H 2.399 -0.832 -2.939
53 H 0.245 2.298 -1.383
54 H 0.902 3.789 -3.236
55 C -1.889 0.882 -4.002
56 N -2.768 1.550 -3.062
57 C -3.879 2.250 -3.698
58 C -4.397 3.347 -2.797
59 C -4.738 2.700 -1.473
60 N -3.571 2.007 -0.940
61 C -3.562 1.915 0.504
62 C -2.628 1.420 -1.720
63 O -1.635 0.812 -1.241
64 H -1.337 1.616 -4.594
65 H -2.481 0.261 -4.679
66 H -1.193 0.237 -3.480
67 H -4.684 1.542 -3.926
68 H -3.513 2.656 -4.641
69 H -5.271 3.824 -3.237
70 H -3.620 4.101 -2.650
71 H -5.573 2.000 -1.588
72 H -5.035 3.451 -0.740
73 H -3.435 2.912 0.937
74 H -2.764 1.266 0.835
75 H -4.509 1.507 0.848
76 C 4.094 -1.693 6.650
77 C 4.060 -0.590 5.601
78 S 5.084 -1.119 4.215
79 O 6.405 -1.419 4.689
80 O 4.352 -2.129 3.495
81 C 5.190 0.378 3.181
82 C 5.716 0.100 1.763
83 N 4.768 -0.577 0.880
84 C 3.609 -0.025 0.441
85 N 2.869 -0.900 -0.224
86 C 3.573 -2.061 -0.234
87 C 4.748 -1.891 0.440
88 N 5.789 -2.852 0.582
89 O 6.874 -2.490 1.018
90 O 5.522 -3.991 0.259
91 C 3.272 1.406 0.670
92 H 3.379 -1.494 7.446
93 H 5.089 -1.775 7.082
94 H 3.844 -2.647 6.184
95 H 4.469 0.353 5.962
96 H 3.060 -0.450 5.187
97 H 5.891 1.026 3.705
98 H 4.197 0.829 3.170
99 H 6.619 -0.497 1.815
100 H 5.963 1.056 1.302
101 H 3.213 -2.965 -0.696
102 H 4.165 2.030 0.654
103 H 2.769 1.542 1.629
104 H 2.587 1.734 -0.102

Values from the calculation:
2S+1 = 1
HOMO level = -6.4 eV



--- two ---
# C35H44N9O9S2ScSe2Te2

A molecular structure, C35H44N9O9S2ScSe2Te2 (the ωB97M-V functional and the def2-TZVPD basis, OMol25).

Geometry (Å):
1 Sc 0.017 0.415 1.388
2 Se -3.631 2.896 -0.007
3 Te -2.274 5.027 3.413
4 Te 0.107 4.302 2.646
5 Se 0.345 1.968 3.462
6 O -6.856 1.146 4.879
7 C -6.116 0.106 5.336
8 O -6.589 -0.633 6.153
9 C -4.744 -0.054 4.768
10 C -4.121 0.891 3.956
11 C -2.852 0.675 3.458
12 C -2.151 -0.492 3.776
13 C -2.782 -1.444 4.587
14 C -4.055 -1.223 5.075
15 N -0.881 -0.691 3.221
16 C -0.028 -1.494 3.839
17 C 1.234 -1.746 3.284
18 C 2.177 -2.592 3.926
19 C 3.387 -2.830 3.357
20 C 3.699 -2.203 2.121
21 C 2.764 -1.381 1.565
22 N 1.540 -1.135 2.087
23 H -6.348 1.659 4.239
24 H -4.587 1.838 3.704
25 H -2.394 1.432 2.835
26 H -2.293 -2.383 4.807
27 H -4.545 -1.960 5.696
28 H -0.249 -1.917 4.815
29 H 1.905 -3.040 4.874
30 H 4.105 -3.479 3.839
31 H 4.647 -2.358 1.628
32 H 2.990 -0.862 0.641
33 C -1.413 4.639 -1.333
34 O -0.961 3.435 -0.706
35 C -1.817 2.648 -0.051
36 O -1.211 1.698 0.531
37 H -1.324 5.457 -0.619
38 H -2.447 4.544 -1.655
39 H -0.749 4.805 -2.179
40 N -4.856 -5.261 0.531
41 C -5.053 -4.121 1.217
42 S -6.340 -3.861 2.197
43 C -3.965 -3.110 1.043
44 C -2.627 -3.499 0.978
45 C -1.655 -2.523 0.883
46 N -1.933 -1.219 0.828
47 C -3.216 -0.851 0.853
48 C -4.257 -1.760 0.974
49 H -5.550 -5.986 0.599
50 H -4.125 -5.343 -0.154
51 H -2.337 -4.539 1.049
52 H -0.605 -2.795 0.887
53 H -3.416 0.212 0.773
54 H -5.281 -1.417 1.036
55 C 3.941 1.462 2.434
56 N 4.028 1.722 1.004
57 C 5.369 1.853 0.450
58 C 5.360 2.772 -0.752
59 C 4.342 2.247 -1.741
60 N 3.054 2.072 -1.088
61 C 1.891 2.068 -1.958
62 C 2.927 1.721 0.224
63 O 1.799 1.438 0.677
64 H 4.449 2.267 2.968
65 H 4.419 0.512 2.682
66 H 2.902 1.439 2.749
67 H 5.757 0.866 0.172
68 H 6.010 2.243 1.240
69 H 6.348 2.816 -1.209
70 H 5.079 3.780 -0.438
71 H 4.679 1.297 -2.172
72 H 4.202 2.947 -2.566
73 H 1.888 2.993 -2.541
74 H 0.987 2.036 -1.360
75 H 1.916 1.211 -2.642
76 C 3.336 1.726 -6.146
77 C 1.849 1.483 -5.911
78 S 1.584 -0.215 -5.473
79 O 1.877 -1.043 -6.614
80 O 2.257 -0.460 -4.218
81 C -0.178 -0.276 -5.195
82 C -0.620 -1.470 -4.359
83 N -0.112 -1.439 -2.992
84 C -0.482 -0.529 -2.059
85 N 0.212 -0.667 -0.938
86 C 1.067 -1.713 -1.154
87 C 0.881 -2.190 -2.407
88 N 1.603 -3.265 -3.024
89 O 1.237 -3.654 -4.121
90 O 2.529 -3.725 -2.390
91 C -1.572 0.458 -2.269
92 H 3.522 2.796 -6.228
93 H 3.666 1.243 -7.064
94 H 3.929 1.334 -5.321
95 H 1.255 1.670 -6.805
96 H 1.466 2.076 -5.078
97 H -0.614 -0.363 -6.190
98 H -0.481 0.671 -4.747
99 H -0.310 -2.401 -4.821
100 H -1.708 -1.467 -4.305
101 H 1.748 -2.093 -0.420
102 H -2.228 0.173 -3.089
103 H -1.169 1.453 -2.477
104 H -2.173 0.534 -1.367

Values from the calculation:
2S+1 = 1
HOMO level (alpha / beta) = -6.0 / -6.8 eV



Which structure is most stable? two, by 1.422 eV over the runner-up.



--- one ---
# ClNO3S

2 unconnected molecules or ions with the total composition ClNO3S (the ωB97M-V functional and the def2-TZVPD basis, OMol25).

Geometry (Å):
1 N -0.880 0.922 -0.540
2 O -1.323 0.766 -1.591
3 O 0.685 -0.216 -0.551
4 O 1.791 -1.371 1.278
5 S 1.567 -0.131 0.594
6 Cl -1.839 0.030 0.810

Values from the calculation:
2S+1 = 1
HOMO level = -10.3 eV



--- two ---
# ClNO3S

ClNO3S in the gas phase (the ωB97M-V functional and the def2-TZVPD basis, OMol25).

Geometry (Å):
1 N -1.860 0.621 0.604
2 O -2.155 -0.360 1.123
3 O 1.512 -0.057 0.883
4 O 2.014 0.128 -1.371
5 S 1.392 -0.666 -0.361
6 Cl -0.903 0.335 -0.879

Values from the calculation:
2S+1 = 1
HOMO level = -11.1 eV



Which structure is most stable? two, by 0.249 eV over the runner-up.



--- one ---
# C3H7NOS2

A gas-phase ion, C3H7NOS2 (charge -1) (the ωB97M-V functional and the def2-TZVPD basis, OMol25).

Geometry (Å):
1 S -0.246 -2.709 1.892
2 S 1.266 -2.206 0.791
3 C 1.050 -0.561 0.072
4 C -0.374 -0.011 0.029
5 N -0.708 1.038 -0.958
6 C -0.135 2.283 -0.688
7 O -0.309 3.240 -1.411
8 H -1.259 -3.441 1.308
9 H 1.714 0.027 0.712
10 H 1.489 -0.454 -0.935
11 H -0.674 0.328 1.017
12 H -1.166 -0.742 -0.229
13 H -1.019 0.907 -1.894
14 H 0.369 2.304 0.295

Values from the calculation:
2S+1 = 2
HOMO level (alpha / beta) = 0.3 / -5.0 eV
expectation value of S² = 0.7516
charge = -1



--- two ---
# C3H7NOS2

A gas-phase ion, C3H7NOS2 (charge -1) (the ωB97M-V functional and the def2-TZVPD basis, OMol25).

Geometry (Å):
1 S -1.518 -3.237 -0.549
2 S -1.460 -1.236 -0.448
3 C 0.291 -0.968 0.196
4 C 0.424 0.296 1.033
5 N 0.867 1.523 0.272
6 C 0.117 2.301 -0.529
7 O 0.468 3.003 -1.467
8 H -1.741 -3.408 -1.914
9 H 0.781 -0.965 -0.806
10 H 0.426 -1.944 0.701
11 H -0.478 0.601 1.581
12 H 1.092 -0.016 1.746
13 H 1.741 1.892 0.548
14 H -1.009 2.159 -0.362

Values from the calculation:
2S+1 = 2
HOMO level (alpha / beta) = 0.5 / -4.7 eV
expectation value of S² = 0.7515
charge = -1



Which structure is most stable? one, by 0.393 eV over the runner-up.



--- one ---
# C2H5NO3

C2H5NO3 in the gas phase (the ωB97M-V functional and the def2-TZVPD basis, OMol25).

Geometry (Å):
1 C -1.982 -0.267 -0.010
2 O -0.864 -0.460 0.828
3 O 0.168 0.483 0.568
4 C 1.155 0.005 -0.402
5 N 2.288 0.359 0.215
6 O 0.941 -0.707 -1.330
7 H -2.681 -1.033 0.324
8 H -1.729 -0.436 -1.061
9 H -2.415 0.728 0.121
10 H 3.137 0.423 -0.323
11 H 1.982 0.906 1.069

Values from the calculation:
2S+1 = 1
HOMO level = -10.2 eV
structure (SMILES) = COOC(N)=O



--- two ---
# C2H5NO3

C2H5NO3 in the gas phase (the ωB97M-V functional and the def2-TZVPD basis, OMol25).

Geometry (Å):
1 N 1.491 0.725 -0.408
2 C 0.768 -0.246 0.110
3 O 1.231 -1.330 0.324
4 C -0.755 -0.102 0.434
5 O -1.345 1.209 0.062
6 O -1.507 -1.131 -0.231
7 H 1.321 1.704 -0.361
8 H 2.466 0.416 -0.548
9 H -0.698 -0.231 1.545
10 H -2.131 0.761 -0.357
11 H -0.841 -1.774 -0.570

Values from the calculation:
2S+1 = 1
HOMO level = -10.0 eV
structure (SMILES) = NC(=O)C(O)O



Which structure is most stable? two, by 2.516 eV over the runner-up.



--- one ---
# C2H5NO3

C2H5NO3 in the gas phase (the ωB97M-V functional and the def2-TZVPD basis, OMol25).

Geometry (Å):
1 C -1.844 -0.454 0.112
2 O -0.256 -0.555 -0.438
3 C 0.378 0.665 -0.067
4 O -0.213 1.752 -0.205
5 N 1.624 0.602 0.191
6 O 2.066 -0.757 -0.198
7 H -1.833 0.304 1.000
8 H -2.218 -1.488 0.288
9 H -2.433 -0.202 -0.802
10 H 2.193 1.133 -0.543
11 H 2.536 -0.999 0.661

Values from the calculation:
2S+1 = 1
HOMO level = -10.2 eV
structure (SMILES) = COC(=O)NO



--- two ---
# C2H5NO3

2 unconnected molecules or ions with the total composition C2H5NO3 (the ωB97M-V functional and the def2-TZVPD basis, OMol25).

Geometry (Å):
1 O 3.285 0.547 -0.403
2 C 2.338 -0.141 -0.622
3 N 1.122 -0.057 0.094
4 C -0.028 -0.330 -0.601
5 O -0.060 -0.304 -1.814
6 H 2.316 -0.936 -1.376
7 H 1.085 0.030 1.094
8 H -0.946 -0.570 -0.044
9 O -2.829 0.750 0.930
10 H -3.719 0.381 0.893
11 H -2.564 0.631 1.849

Values from the calculation:
2S+1 = 1
HOMO level = -10.2 eV
structure (SMILES) = O=CNC=O.O



Which structure is most stable? two, by 3.337 eV over the runner-up.



--- one ---
# C23H30N2O2

2 unconnected molecules or ions with the total composition C23H30N2O2 (the ωB97M-V functional and the def2-TZVPD basis, OMol25).

Geometry (Å):
1 C 3.665 -0.100 2.007
2 N 2.255 -0.461 1.876
3 C 1.936 -1.608 1.031
4 C 1.331 0.254 2.526
5 C -0.104 0.006 2.256
6 C -0.672 -1.246 2.538
7 C -1.999 -1.500 2.211
8 C -2.809 -0.510 1.647
9 C -4.258 -0.782 1.357
10 C -2.244 0.741 1.390
11 C -0.913 1.005 1.689
12 H 4.257 -0.860 1.489
13 H 3.843 0.881 1.541
14 H 3.973 -0.054 3.062
15 H 2.865 -1.892 0.525
16 H 1.586 -2.472 1.617
17 H 1.180 -1.346 0.274
18 H 1.625 1.268 2.759
19 H -0.057 -2.022 2.997
20 H -2.420 -2.484 2.414
21 H -4.745 0.107 0.947
22 H -4.384 -1.598 0.637
23 H -4.795 -1.071 2.268
24 H -2.869 1.523 0.958
25 H -0.482 1.982 1.470
26 C 4.040 4.267 4.355
27 C 2.859 4.599 5.253
28 N 1.557 4.120 4.740
29 C 0.689 5.162 4.167
30 C -0.177 5.877 5.186
31 C 1.217 2.788 4.587
32 C 2.137 1.831 5.183
33 C 2.061 0.438 5.193
34 C 2.878 -0.328 6.184
35 C 4.064 0.193 6.734
36 C 4.841 -0.573 7.613
37 C 4.445 -1.875 7.941
38 C 3.267 -2.404 7.395
39 C 2.497 -1.641 6.517
40 O 1.364 -0.275 4.391
41 O 0.151 2.497 4.008
42 H 4.949 4.692 4.792
43 H 4.174 3.184 4.267
44 H 3.904 4.695 3.354
45 H 3.033 4.198 6.264
46 H 2.752 5.686 5.355
47 H 1.360 5.877 3.671
48 H 0.056 4.686 3.412
49 H -0.789 6.624 4.674
50 H -0.843 5.155 5.666
51 H 0.420 6.378 5.954
52 H 2.706 2.268 6.001
53 H 4.378 1.197 6.436
54 H 5.757 -0.149 8.033
55 H 5.051 -2.474 8.622
56 H 2.949 -3.413 7.652
57 H 1.595 -2.059 6.065

Values from the calculation:
2S+1 = 1
HOMO level = -7.5 eV



--- two ---
# C23H30N2O2

A molecular structure, C23H30N2O2 (the ωB97M-V functional and the def2-TZVPD basis, OMol25).

Geometry (Å):
1 C -2.646 1.778 5.407
2 C -1.335 1.904 5.388
3 C -0.315 2.191 4.227
4 C 0.428 0.995 4.086
5 C 1.579 1.060 4.607
6 C 2.457 -0.269 4.511
7 C 1.883 -1.444 3.839
8 C 0.760 -1.124 3.248
9 C -0.029 -0.031 3.485
10 O -1.393 0.030 2.946
11 C -1.827 -1.082 2.447
12 C -1.619 -1.184 0.988
13 O -0.928 -2.171 0.710
14 H -0.203 -2.140 -0.111
15 C -1.253 0.131 0.203
16 N -0.746 -0.448 -1.035
17 C 0.104 0.593 -1.619
18 C 0.860 0.063 -2.837
19 N 0.004 -0.012 -3.982
20 C 0.256 -0.143 -5.194
21 C -0.807 0.149 -6.136
22 C -0.437 -0.002 -7.400
23 C 0.900 0.122 -7.959
24 C 1.851 -0.059 -6.968
25 C 1.719 0.238 -5.697
26 H 2.380 -0.064 -5.078
27 H 2.657 0.146 -7.376
28 H 1.173 0.284 -9.059
29 H -1.377 0.110 -8.151
30 H -1.882 -0.007 -5.888
31 C -0.978 -0.973 -3.421
32 C -1.753 -0.372 -2.098
33 H -2.429 -1.253 -1.800
34 H -2.381 0.481 -2.309
35 H -1.923 -1.169 -4.134
36 H -0.413 -2.038 -3.235
37 H 1.633 1.071 -3.261
38 H 1.476 -1.057 -2.653
39 H 1.084 0.743 -0.804
40 H -0.075 1.520 -1.658
41 H -0.523 0.271 0.721
42 H -2.008 0.495 0.304
43 H -2.703 -1.655 0.522
44 H -3.224 -0.807 2.543
45 H -1.776 -1.921 3.023
46 H 0.298 -2.073 2.506
47 H 2.507 -2.213 3.493
48 C 3.787 -0.301 4.886
49 H 4.552 -1.073 4.675
50 H 3.968 -0.289 6.238
51 H 4.562 0.641 4.653
52 H 2.190 1.789 5.161
53 H 0.294 3.123 4.428
54 H -1.085 2.298 3.433
55 H -0.905 1.596 6.372
56 H -3.181 1.434 6.272
57 H -3.206 2.116 4.541

Values from the calculation:
2S+1 = 1
HOMO level = -7.4 eV



Which structure is most stable? one, by 20.608 eV over the runner-up.